The following is a DFT calculation (the ωB97M-V functional and the def2-TZVPD basis) of the ion C6H6NO2P2 with charge -1 in a non-equilibrium geometry.

Charge: -1
HOMO-LUMO gap in eV: 7.011
Structure (SMILES): Cc1ccc([O-])oc1=P#P=N
Total energy in a.u.: -1120.16882
Strongest force on any atom in eV Å⁻¹: 4.09
E_LUMO in eV: 3.47
M in g/mol: 186.07

Each atom is followed by the atoms it is bonded to, with distances in Å.
Geometry (Å):
1 C -0.638 1.790 0.348  C2 1.476, H12 1.202, H13 1.058, H14 1.128
2 C 0.207 0.582 0.283  C1 1.476, C3 1.431, C8 1.385
3 C 1.634 0.611 0.189  C2 1.431, C4 1.371, H15 1.039
4 C 2.450 -0.487 0.277  C3 1.371, C5 1.392, H16 1.054
5 C 1.857 -1.686 0.664  C4 1.392, O6 1.212, O7 1.460
6 O 2.335 -2.783 0.857  C5 1.212
7 O 0.399 -1.728 0.710  C5 1.460, C8 1.388
8 C -0.426 -0.624 0.541  C2 1.385, O7 1.388, P9 1.989
9 P -2.393 -0.688 0.826  C8 1.989, P10 2.026
10 P -3.256 -0.884 -0.997  P9 2.026, N11 1.558
11 N -2.205 -0.587 -2.107  P10 1.558, H17 1.000
12 H -1.686 1.555 -0.192  C1 1.202
13 H -0.321 2.701 -0.086  C1 1.058
14 H -0.961 1.840 1.428  C1 1.128
15 H 2.076 1.529 -0.016  C3 1.039
16 H 3.502 -0.423 0.301  C4 1.054
17 H -2.574 -0.720 -3.027  N11 1.000

Here are the Mulliken charges for atoms 1 to 8, given in e:
1 C -1.454
2 C 0.812
3 C -0.358
4 C -0.660
5 C 0.469
6 O -0.660
7 O -0.341
8 C 0.046